# 1
{
  "formula": "C22H24GaN10PS3Te",
  "method": "ωB97M-V/def2-TZVPD",
  "orbital_gap_ha": 0.219,
  "e_tot_ha": -5128.5979,
  "total_charge": 2,
  "species": ["Ga", "C", "N", "C", "C", "N", "C", "P", "C", "N", "C", "C", "N", "C", "C", "N", "C", "C", "N", "C", "H", "H", "H", "H", "H", "H", "H", "H", "H", "H", "H", "H", "H", "H", "H", "N", "C", "N", "C", "C", "S", "C", "C", "S", "C", "N", "N", "H", "H", "H", "H", "H", "H", "Te", "C", "C", "C", "C", "S", "H", "H", "H"],
  "coordinates": [[-16.9474, 9.4587, -0.3756], [-15.7553, 12.4262, 4.1928], [-16.4325, 11.4597, 3.3328], [-17.4120, 10.5689, 3.7272], [-17.8094, 9.8586, 2.6578], [-17.0378, 10.1976, 1.5628], [-16.2265, 11.2239, 1.9831], [-14.9736, 12.0964, 1.0995], [-15.9128, 12.2972, -0.4070], [-16.6786, 11.3684, -1.0401], [-17.0357, 11.9532, -2.2395], [-16.5435, 13.2031, -2.3538], [-15.9253, 13.4982, -1.1530], [-15.3948, 14.7707, -0.7419], [-14.2089, 10.5090, 0.5776], [-14.8683, 9.5043, -0.0034], [-13.9090, 8.7430, -0.6551], [-12.6628, 9.2618, -0.4338], [-12.8202, 10.3571, 0.4238], [-11.7943, 11.2259, 1.0037], [-15.9007, 12.1762, 5.2538], [-14.6575, 12.4673, 3.9813], [-16.1668, 13.4546, 4.0534], [-17.9185, 10.5825, 4.6993], [-18.5355, 9.0856, 2.5577], [-17.6091, 11.3573, -2.9147], [-16.6458, 13.8706, -3.2089], [-15.9328, 15.5844, -1.2529], [-15.4623, 14.8683, 0.3528], [-14.3038, 14.8670, -0.9415], [-14.2045, 7.8732, -1.1809], [-11.7104, 8.8938, -0.8373], [-10.7940, 10.9345, 0.6762], [-11.9712, 12.3039, 0.7892], [-11.7804, 11.1413, 2.1077], [-20.4918, 11.2172, -1.2941], [-20.4675, 9.9567, -0.8247], [-19.3894, 9.2306, -0.5507], [-19.7403, 7.9129, -0.3436], [-21.1039, 7.6348, -0.4304], [-21.9774, 9.1047, -0.6336], [-18.7770, 6.9612, 0.2543], [-19.1885, 5.7579, 0.7683], [-17.9910, 5.0990, 1.8622], [-16.9370, 6.4101, 1.4474], [-17.4711, 7.3168, 0.6218], [-15.6766, 6.5379, 1.9513], [-19.6451, 11.7776, -1.4522], [-21.3793, 11.6539, -1.5897], [-21.6318, 6.7245, -0.1748], [-20.1761, 5.2773, 0.6736], [-15.4245, 6.0765, 2.8242], [-15.2123, 7.4400, 1.7612], [-17.2294, 8.0074, -3.0631], [-15.9345, 6.3579, -3.0701], [-14.7705, 6.4843, -3.8439], [-13.9736, 5.3116, -3.7607], [-14.5544, 4.3198, -3.0105], [-16.0703, 4.7829, -2.3008], [-14.5500, 7.2991, -4.5471], [-12.9868, 5.2415, -4.2739], [-14.2338, 3.2905, -2.9517]],
  "forces_ev_per_a": [[-0.48, -1.92, -1.10], [0.57, 1.14, 0.20], [-0.62, -1.24, -1.35], [-0.66, 0.89, 1.22], [0.88, -0.39, -1.41], [0.55, 1.91, 0.88], [-1.87, -1.22, 2.12], [0.80, -0.58, -0.05], [-1.63, 1.58, -2.02], [1.19, 2.31, -0.05], [-0.22, -1.50, 0.50], [-0.24, 0.74, 0.44], [0.06, -2.99, 0.02], [1.29, 0.92, 0.47], [2.10, -0.11, -0.19], [1.37, 0.25, -0.39], [-0.15, 0.71, 0.82], [0.09, 0.10, 0.58], [-2.08, -0.44, -1.23], [0.18, 0.66, 0.76], [0.02, -0.19, -0.53], [-0.98, -0.19, 0.16], [0.22, -0.82, -0.06], [0.73, 0.09, -0.35], [-0.39, -0.27, 0.16], [-0.14, -0.01, -0.56], [0.12, 0.04, 0.60], [0.20, -0.40, 0.34], [-0.39, 0.08, -0.47], [-0.73, -0.14, -0.27], [-0.09, -0.63, -0.60], [-0.45, 0.39, 0.58], [-0.34, 0.01, -0.27], [0.09, -0.84, -0.20], [-0.18, -0.18, -0.55], [0.01, 1.45, -0.33], [-0.06, -0.55, 0.07], [0.16, 0.70, -0.11], [-1.55, -0.84, 0.45], [1.68, 0.57, 0.53], [0.57, -0.01, -0.62], [-0.17, -1.14, 0.72], [-0.05, 0.28, 0.17], [0.00, 0.41, -1.03], [-0.44, 1.00, -0.28], [-0.20, 0.07, 0.21], [0.29, 0.71, -0.01], [-0.70, -0.73, 0.28], [0.97, -0.59, 0.40], [0.19, 0.20, -0.13], [0.84, 0.36, 0.13], [-0.17, 0.16, -0.56], [-0.44, -0.94, 0.25], [-0.16, 0.57, 1.59], [1.01, 0.66, -0.59], [-0.93, -0.79, 0.74], [0.55, -0.28, -0.31], [-0.05, 0.12, -0.21], [0.88, 1.22, -1.05], [-0.18, -0.20, 0.75], [-1.04, -0.27, 0.44], [0.14, 0.08, 0.29]],
  "lowdin_charge": [0.381, -0.020, -0.095, -0.027, -0.073, 0.032, -0.415, 1.187, -0.377, 0.004, -0.110, -0.007, -0.096, -0.027, -0.392, -0.007, -0.070, 0.007, -0.086, -0.020, 0.107, 0.091, 0.113, 0.150, 0.118, 0.099, 0.151, 0.115, 0.084, 0.113, 0.097, 0.148, 0.103, 0.091, 0.104, 0.104, -0.656, 0.008, -0.375, -0.324, 1.100, -0.355, -0.315, 1.094, -0.673, 0.016, 0.110, 0.098, 0.126, 0.080, 0.093, 0.115, 0.097, 0.895, -1.029, -0.283, -0.198, -0.410, 0.921, 0.098, 0.122, 0.069]
}

---

# 2
{
  "formula": "C22H24IrN5O11SSi",
  "method": "ωB97M-V/def2-TZVPD",
  "orbital_gap_ha": 0.261,
  "e_tot_ha": -2746.3279,
  "de_lowest_kcal_mol": 0.0,
  "total_charge": -2,
  "species": ["Ir", "O", "C", "O", "C", "C", "C", "C", "C", "C", "O", "N", "O", "O", "N", "O", "O", "H", "H", "O", "C", "O", "C", "C", "C", "N", "C", "C", "C", "O", "O", "H", "H", "H", "S", "C", "N", "C", "C", "C", "N", "H", "H", "H", "H", "H", "H", "H", "H", "C", "Si", "C", "C", "C", "H", "H", "H", "H", "H", "H", "H", "H", "H", "H", "H"],
  "coordinates": [[-0.2907, 0.3551, 0.0601], [0.7146, 1.8340, 3.7385], [0.8072, 1.1291, 2.7257], [-0.2206, 0.7412, 2.0741], [2.2011, 0.7215, 2.2798], [3.1569, 0.7849, 3.2642], [4.4916, 0.4751, 3.0106], [4.9042, 0.1460, 1.7347], [3.9686, 0.0763, 0.7300], [2.5615, 0.3300, 0.9374], [1.7617, 0.2585, -0.0382], [4.4972, -0.2606, -0.5923], [5.6944, -0.0695, -0.7827], [3.7531, -0.6978, -1.4431], [5.4630, 0.5233, 4.0771], [6.6355, 0.2928, 3.8097], [5.0866, 0.8485, 5.1932], [2.8471, 1.1004, 4.2491], [5.9405, -0.0574, 1.5199], [-0.7267, -0.4397, -6.8671], [-1.6842, -0.2243, -6.0984], [-2.8998, -0.1014, -6.3389], [-1.3002, -0.1118, -4.5986], [0.0202, -0.2381, -4.1881], [0.3463, -0.1311, -2.8475], [-0.5910, 0.0793, -1.9205], [-1.8755, 0.2175, -2.2985], [-2.2592, 0.1303, -3.6205], [-2.8407, 0.4865, -1.1693], [-4.0008, 0.8129, -1.3991], [-2.3352, 0.3940, 0.0168], [0.7801, -0.4153, -4.9367], [1.3607, -0.2042, -2.4755], [-3.2961, 0.2482, -3.9003], [-0.1881, 2.9162, -0.3726], [-1.5088, 3.2294, 0.6837], [-1.3148, 3.4009, 1.9915], [-2.3828, 3.2231, 2.9725], [-3.5050, 2.4090, 2.3540], [-3.9322, 3.0612, 1.0517], [-2.7563, 3.2896, 0.2111], [-0.3862, 3.1713, 2.3165], [-2.7497, 4.1997, 3.3070], [-1.9328, 2.7053, 3.8184], [-4.3524, 2.3505, 3.0391], [-3.1429, 1.4016, 2.1446], [-4.4416, 4.0119, 1.2436], [-4.5943, 2.4100, 0.4821], [-2.8470, 3.0237, -0.7576], [1.5614, -3.2512, -1.2210], [-0.1738, -3.1040, -0.5140], [-0.4407, -4.6561, 0.5433], [-1.4359, -3.2130, -1.9054], [-0.3720, -1.6286, 0.5930], [1.6893, -4.2079, -1.7360], [2.3033, -3.1940, -0.4197], [1.7948, -2.4527, -1.9244], [-0.3047, -5.5645, -0.0507], [-1.4512, -4.6726, 0.9604], [0.2644, -4.6876, 1.3782], [-1.4448, -4.2242, -2.3227], [-1.2292, -2.5220, -2.7230], [-2.4408, -2.9949, -1.5336], [0.3882, -1.7408, 1.3851], [-1.3451, -1.7234, 1.0992]],
  "forces_ev_per_a": [[0.22, 0.21, -0.26], [-0.03, 0.01, 0.00], [0.01, 0.08, -0.08], [0.00, -0.03, 0.07], [0.00, -0.01, 0.05], [-0.03, -0.03, -0.02], [0.00, -0.11, 0.00], [-0.06, -0.02, 0.02], [0.05, -0.05, 0.00], [0.03, 0.01, -0.02], [-0.21, -0.01, 0.05], [-0.03, 0.21, -0.06], [0.03, -0.06, 0.04], [-0.01, -0.09, 0.01], [0.09, 0.48, -0.08], [-0.01, -0.18, 0.02], [-0.05, -0.16, 0.05], [0.01, 0.00, 0.01], [0.01, 0.00, 0.00], [0.00, 0.05, 0.01], [-0.02, -0.13, 0.00], [0.02, 0.05, 0.01], [0.01, 0.04, -0.02], [0.00, 0.00, -0.01], [0.00, -0.02, 0.02], [-0.02, -0.01, 0.06], [0.02, -0.04, -0.02], [-0.01, -0.01, -0.01], [-0.03, 0.11, 0.02], [-0.01, -0.05, -0.01], [-0.02, 0.02, -0.01], [0.00, 0.00, 0.00], [0.00, 0.00, 0.00], [0.00, 0.00, 0.01], [0.00, 0.04, 0.01], [0.06, 0.01, 0.04], [-0.03, -0.04, -0.07], [0.05, -0.01, -0.03], [-0.01, 0.00, 0.02], [0.01, 0.00, -0.02], [-0.07, -0.03, -0.03], [0.03, -0.01, 0.06], [0.01, 0.00, 0.01], [-0.01, 0.01, 0.02], [0.00, 0.00, 0.00], [0.00, 0.00, -0.02], [0.00, 0.00, 0.00], [-0.01, -0.02, 0.02], [0.03, -0.02, 0.00], [-0.03, -0.01, 0.01], [0.02, 0.01, -0.08], [0.00, 0.04, 0.00], [0.01, -0.01, 0.05], [-0.02, -0.10, 0.18], [0.00, 0.00, 0.00], [0.00, -0.01, 0.00], [-0.01, 0.01, -0.01], [0.00, 0.00, 0.00], [0.00, 0.00, 0.00], [0.00, 0.00, 0.00], [-0.01, 0.00, -0.01], [0.02, 0.04, -0.02], [0.00, 0.00, 0.00], [-0.07, -0.08, 0.00], [0.05, -0.10, 0.02]],
  "lowdin_charge": [1.165, 0.003, -0.593, -0.180, -0.025, 0.060, -0.154, 0.064, -0.047, -0.262, -0.180, -0.340, 0.031, 0.077, -0.371, 0.033, 0.043, 0.125, 0.124, -0.063, -0.698, -0.056, -0.094, 0.014, -0.093, -0.085, -0.184, 0.062, -0.587, 0.033, -0.178, 0.115, 0.099, 0.126, 0.639, -0.796, 0.038, -0.161, -0.160, -0.165, 0.033, 0.090, 0.113, 0.117, 0.112, 0.111, 0.112, 0.110, 0.109, -0.178, 0.428, -0.202, -0.170, -0.372, 0.024, 0.028, 0.005, 0.016, 0.019, 0.019, 0.025, 0.012, 0.034, 0.015, 0.016]
}

---

# 3
{
  "formula": "C22H24LaN2O2",
  "method": "ωB97M-V/def2-TZVPD",
  "orbital_gap_ha": [0.251, 0.214],
  "e_tot_ha": -1144.1954,
  "total_charge": -1,
  "species": ["C", "C", "C", "C", "C", "La", "N", "C", "C", "H", "H", "H", "H", "H", "H", "H", "H", "H", "H", "C", "C", "C", "C", "C", "C", "N", "C", "C", "C", "C", "C", "C", "C", "O", "O", "C", "C", "H", "H", "H", "H", "H", "H", "H", "H", "H", "H", "H", "H", "H", "H"],
  "coordinates": [[-0.3648, 1.3228, -4.5006], [1.0370, 1.3993, -4.2297], [1.2140, 2.2607, -3.1067], [-0.0682, 2.7010, -2.6778], [-1.0455, 2.1272, -3.5461], [-0.4845, -0.5136, -2.2737], [-2.9303, -0.3199, -3.9539], [0.6632, -2.7555, -2.3906], [1.7226, -2.1860, -3.1292], [2.1738, 2.6071, -2.7027], [1.8285, 0.9469, -4.8407], [-0.2707, 3.4216, -1.8719], [-2.1210, 2.3043, -3.4873], [-0.8111, 0.7628, -5.3220], [1.6324, -1.7475, -4.2433], [0.0053, -2.5515, -1.4370], [-2.6149, -1.3095, -4.0023], [2.8065, -2.4784, -2.8228], [-0.2093, -3.1141, -3.2006], [3.2009, 1.1408, 1.1529], [2.3609, -0.1043, 1.1432], [2.6244, -1.1062, 0.2080], [1.8991, -2.2950, 0.2076], [0.8384, -2.4506, 1.0878], [0.4820, -1.3906, 1.9288], [-0.7015, -1.5224, 2.6634], [-1.7274, -0.5955, 2.8186], [-2.5309, -0.6666, 3.9729], [-3.4370, 0.3542, 4.2462], [-3.5683, 1.4366, 3.3618], [-2.8351, 1.4613, 2.1681], [-1.9563, 0.4204, 1.8689], [-1.3226, 0.2626, 0.5326], [-0.6142, 1.1675, -0.0128], [-1.5265, -0.8686, -0.0912], [1.2927, -0.2437, 2.0354], [0.9973, 0.8299, 3.0334], [2.6275, 2.0165, 0.8166], [3.5893, 1.3640, 2.1553], [4.0595, 1.0274, 0.4826], [3.4365, -0.9418, -0.5063], [2.1443, -3.0955, -0.4932], [0.2138, -3.3489, 1.0989], [-0.8630, -2.4199, 3.1094], [-2.3972, -1.5144, 4.6540], [-4.0393, 0.3057, 5.1560], [-4.2588, 2.2515, 3.5963], [-2.9362, 2.2753, 1.4501], [0.4941, 1.6872, 2.5596], [0.3651, 0.4761, 3.8546], [1.9257, 1.2094, 3.4792]],
  "forces_ev_per_a": [[0.53, -0.04, 0.08], [-0.40, 0.04, 0.13], [-0.10, -0.28, 0.09], [-0.20, -0.16, -0.51], [0.44, 0.29, 0.43], [-1.03, 4.17, -1.27], [1.37, -0.44, 1.31], [-4.26, -2.14, -2.54], [2.10, 0.61, -0.53], [-0.45, -0.32, -0.11], [-0.37, 0.19, 0.40], [0.13, -0.58, -0.39], [0.43, -0.26, -0.09], [-0.03, 0.21, 0.25], [0.01, -1.47, 2.50], [2.29, -1.04, -0.87], [-0.38, -0.37, -0.54], [-1.71, 1.25, -0.44], [1.45, 0.82, 1.85], [0.21, 0.21, -0.07], [-0.06, -0.14, -0.22], [0.25, 0.15, 0.07], [0.29, -0.30, 0.28], [0.04, 0.27, 0.00], [0.44, -0.04, -0.26], [-0.58, -0.52, 0.87], [-0.08, 0.04, 0.18], [0.09, 0.30, -0.15], [0.03, -0.03, -0.37], [0.05, 0.05, -0.04], [-0.01, -0.23, 0.35], [-0.01, -0.35, 0.54], [1.10, 0.00, -2.38], [-1.12, -1.23, 0.86], [-0.14, 1.11, 1.07], [-0.33, -0.42, -0.20], [-0.03, 0.41, 0.31], [0.04, -0.20, 0.10], [-0.08, -0.03, -0.19], [-0.16, 0.03, 0.09], [-0.30, -0.19, 0.19], [-0.06, 0.32, 0.26], [0.21, 0.31, -0.19], [0.10, 0.34, -0.25], [-0.03, 0.39, -0.15], [0.16, 0.06, -0.29], [0.25, -0.30, -0.10], [-0.08, -0.22, 0.17], [0.07, -0.20, 0.09], [0.08, 0.03, -0.22], [-0.16, -0.08, -0.11]],
  "lowdin_charge": [-0.326, -0.251, -0.205, -0.216, -0.281, 1.989, -0.276, -0.493, -0.312, 0.077, 0.078, 0.087, 0.074, 0.073, 0.061, -0.019, -0.264, 0.041, 0.067, -0.046, -0.234, -0.052, -0.122, -0.039, -0.228, 0.086, -0.214, -0.033, -0.101, -0.099, -0.013, -0.098, -0.587, -0.077, -0.232, -0.174, -0.028, 0.094, 0.073, 0.075, 0.110, 0.092, 0.123, 0.145, 0.108, 0.097, 0.094, 0.124, 0.097, 0.083, 0.074]
}